C46H58ClCrN7O4PS | the ωB97M-V functional and the def2-TZVPD basis

Structure (XYZ):
```
119
Properties=species:S:1:pos:R:3:mulliken_spin:R:1
Cr -0.73 0.18 0.20 1.12
C 2.01 -0.45 1.82 0.02
C 3.08 -0.29 0.74 0.00
N 2.47 -0.12 -0.57 0.01
C 2.75 1.09 -1.33 0.00
C 1.51 1.58 -2.05 0.01
N 0.32 1.78 -1.17 -0.01
C 0.47 2.98 -0.32 0.00
C 1.29 1.89 1.64 0.01
N 0.86 0.47 1.62 -0.08
H 2.47 -0.26 2.80 0.00
H 1.64 -1.47 1.82 -0.01
H 3.71 -1.17 0.78 0.00
H 3.73 0.56 0.97 0.00
H 2.62 -0.94 -1.15 0.00
H 3.54 0.95 -2.07 0.00
H 3.11 1.86 -0.65 0.00
H 1.24 0.86 -2.82 0.00
H 1.75 2.51 -2.56 0.00
H -0.47 1.94 -1.79 0.01
H -0.29 3.72 -0.56 0.00
H 1.45 3.42 -0.50 0.00
H 1.38 2.22 2.66 0.00
H 2.24 2.00 1.13 0.00
H 0.29 0.40 2.47 0.00
O -0.87 1.57 3.62 0.00
S -2.13 1.69 2.84 0.00
O -1.96 1.15 1.36 0.00
O 0.31 2.70 1.04 0.00
C -3.09 0.36 3.55 0.00
C -3.89 0.70 4.63 0.00
C -4.44 -0.30 5.41 0.00
C -4.17 -1.63 5.11 0.00
C -3.38 -1.96 4.02 0.00
C -2.83 -0.97 3.21 -0.01
P -2.00 -1.50 1.65 -0.03
C -3.46 -2.04 0.67 -0.01
C -3.34 -3.07 -0.27 0.00
C -4.44 -3.55 -0.96 0.00
C -5.69 -2.97 -0.75 0.00
C -5.82 -1.92 0.15 0.00
C -4.71 -1.46 0.86 -0.01
C -1.23 -3.07 2.23 -0.01
C -1.73 -4.36 2.03 0.00
C -1.09 -5.45 2.63 0.00
C 0.03 -5.26 3.42 0.00
C 0.52 -3.98 3.63 0.00
C -0.11 -2.90 3.04 0.00
H -4.07 1.75 4.86 0.00
H -5.07 -0.05 6.26 0.00
H -4.57 -2.42 5.73 0.00
H -3.21 -3.00 3.79 0.00
H -2.37 -3.53 -0.44 0.00
H -4.33 -4.37 -1.65 0.00
H -6.55 -3.35 -1.28 0.00
H -6.79 -1.47 0.32 0.00
H -4.84 -0.66 1.59 0.00
H -2.64 -4.53 1.47 0.00
H -1.50 -6.45 2.48 0.00
H 0.51 -6.11 3.89 0.00
H 1.38 -3.82 4.28 0.00
H 0.25 -1.89 3.25 0.00
C -5.84 1.86 -3.42 0.00
C -4.62 1.44 -2.67 0.00
C -4.01 2.26 -1.72 0.00
C -2.92 1.81 -1.02 0.01
N -2.37 0.58 -1.19 -0.03
C -2.94 -0.20 -2.12 0.01
C -4.04 0.19 -2.87 0.00
H -5.86 2.94 -3.59 0.00
H -6.73 1.61 -2.83 0.00
H -5.92 1.35 -4.38 0.00
H -4.39 3.25 -1.53 0.00
H -2.46 2.44 -0.28 0.00
H -2.52 -1.18 -2.28 0.00
H -4.44 -0.50 -3.60 0.00
C 2.00 -7.41 -3.93 0.00
C 0.83 -6.46 -3.63 0.00
C 0.71 -5.48 -4.81 0.00
C -0.46 -7.30 -3.55 0.00
C 1.08 -5.67 -2.31 0.00
O 2.12 -4.71 -2.50 0.00
C 1.39 -6.62 -1.14 0.00
C 2.01 -6.02 0.15 0.00
C 3.52 -5.84 0.07 0.00
C 4.32 -6.97 0.07 0.00
C 5.71 -6.89 -0.04 0.00
C 6.30 -5.65 -0.17 0.00
Cl 8.01 -5.51 -0.33 0.00
C 5.52 -4.50 -0.16 0.00
C 4.14 -4.60 -0.03 0.00
C -0.21 -4.84 -2.00 0.00
N -0.08 -3.39 -1.84 0.00
C -0.04 -2.66 -0.74 0.02
N -0.07 -1.37 -1.06 -0.05
C -0.11 -1.38 -2.43 0.02
N -0.14 -2.58 -2.93 0.00
H 1.95 -7.72 -4.98 0.00
H 1.96 -8.32 -3.33 0.00
H 2.99 -6.95 -3.78 0.00
H 0.33 -6.01 -5.68 0.00
H 1.68 -5.04 -5.07 0.00
H 0.02 -4.65 -4.60 0.00
H -0.48 -8.00 -4.38 0.00
H -1.36 -6.69 -3.63 0.00
H -0.51 -7.89 -2.63 0.00
H 2.89 -5.14 -2.88 0.00
H 2.06 -7.41 -1.46 0.00
H 0.44 -7.10 -0.88 0.00
H 1.83 -6.75 0.94 0.00
H 1.50 -5.10 0.45 0.00
H 3.86 -7.95 0.16 0.00
H 6.32 -7.78 -0.04 0.00
H 6.01 -3.54 -0.28 0.00
H 3.54 -3.70 -0.05 0.00
H -0.71 -5.22 -1.10 0.00
H -0.90 -4.95 -2.83 0.00
H 0.03 -3.07 0.26 0.02
H -0.16 -0.50 -3.06 0.00
```

Its spin multiplicity is 2. The charge is +2. For the LUMO energy (alpha / beta), the calculation gives -6.53 / -5.83 eV. For the calculated total energy, the calculation gives -4715.652322 hartree. The HOMO energy (alpha / beta) is -12.46 / -12.46 eV.

---

C46H58N4O2RbSe | the ωB97M-V functional and the def2-TZVPD basis

Structure (XYZ):
```
112
Properties=species:S:1:pos:R:3:lowdin_charge:R:1
Rb -0.29 0.25 0.08 0.96
C -3.25 -1.79 -1.66 -0.15
N -1.90 -1.60 -2.13 -0.15
C -1.87 -0.95 -3.42 -0.12
C -0.56 -0.26 -3.75 -0.28
C -0.18 -0.09 -5.08 -0.04
C 0.96 0.63 -5.37 -0.07
C 1.69 1.16 -4.31 -0.06
C 1.22 0.94 -3.02 -0.13
N 0.13 0.25 -2.75 0.06
C -1.18 -2.86 -2.10 -0.13
C 0.24 -2.73 -2.59 -0.29
C 0.55 -3.00 -3.92 -0.04
C 1.85 -2.82 -4.36 -0.06
C 2.80 -2.39 -3.44 -0.06
C 2.40 -2.18 -2.13 -0.13
N 1.15 -2.35 -1.71 0.13
C -3.40 -1.83 -0.16 -0.27
C -4.66 -2.09 0.39 -0.03
C -4.83 -1.96 1.76 -0.08
C -3.74 -1.61 2.53 -0.04
C -2.52 -1.43 1.90 -0.12
N -2.36 -1.53 0.59 0.03
H -3.71 -2.71 -2.09 0.13
H -3.85 -0.94 -2.00 0.12
H -2.62 -0.15 -3.42 0.14
H -2.12 -1.65 -4.24 0.13
H -0.78 -0.51 -5.88 0.11
H 1.28 0.78 -6.39 0.10
H 2.58 1.74 -4.49 0.10
H 1.74 1.35 -2.17 0.12
H -1.70 -3.62 -2.72 0.13
H -1.15 -3.19 -1.06 0.13
H -0.22 -3.35 -4.60 0.11
H 2.12 -3.01 -5.39 0.11
H 3.82 -2.21 -3.73 0.10
H 3.11 -1.90 -1.36 0.12
H -5.49 -2.37 -0.25 0.11
H -5.80 -2.13 2.20 0.11
H -3.83 -1.48 3.60 0.11
H -1.63 -1.19 2.47 0.10
C 3.14 2.67 7.74 -0.07
C 2.61 3.40 6.50 -0.56
C 3.71 4.35 6.01 -0.06
C 1.38 4.22 6.94 -0.05
C 2.21 2.47 5.37 -0.20
C 1.71 3.00 4.18 -0.10
C 1.30 2.18 3.16 -0.42
Se 0.59 2.87 1.52 1.05
C -1.26 3.04 2.01 -0.41
C -1.61 3.54 3.23 -0.07
C -2.96 3.72 3.55 -0.20
C -3.88 3.36 2.59 -0.01
C -3.56 2.85 1.34 -0.10
C -2.18 2.68 0.97 -0.48
O -1.73 2.28 -0.14 -0.35
C -4.72 2.61 0.37 -0.53
C -4.32 1.92 -0.93 -0.06
C -5.81 1.73 1.01 -0.05
C -5.31 3.98 0.00 -0.05
C -3.33 4.32 4.90 -0.56
C -2.82 3.39 6.01 -0.05
C -4.84 4.52 5.08 -0.07
C -2.66 5.69 5.04 -0.05
C 1.38 0.76 3.22 -0.45
O 0.98 0.06 2.23 -0.36
C 1.94 0.22 4.43 -0.10
C 2.31 1.08 5.45 0.00
C 2.12 -1.29 4.54 -0.54
C 3.04 -1.76 3.41 -0.05
C 2.73 -1.74 5.87 -0.08
C 0.75 -1.96 4.39 -0.05
H 3.43 3.39 8.50 0.08
H 4.01 2.07 7.48 0.08
H 2.38 2.01 8.16 0.08
H 4.03 5.02 6.80 0.07
H 3.36 4.95 5.17 0.07
H 4.57 3.77 5.67 0.09
H 1.64 4.93 7.73 0.08
H 0.60 3.56 7.31 0.08
H 0.97 4.78 6.10 0.07
H 1.63 4.07 4.04 0.10
H -0.83 3.80 3.93 0.09
H -4.93 3.49 2.81 0.08
H -3.89 0.94 -0.71 0.06
H -3.57 2.50 -1.46 0.08
H -5.20 1.79 -1.57 0.08
H -5.39 0.76 1.27 0.07
H -6.63 1.57 0.31 0.08
H -6.22 2.17 1.92 0.07
H -4.53 4.60 -0.43 0.09
H -5.68 4.50 0.89 0.07
H -6.12 3.89 -0.72 0.07
H -3.30 2.42 5.95 0.08
H -3.02 3.81 7.00 0.08
H -1.75 3.24 5.91 0.07
H -5.37 3.57 5.06 0.08
H -5.24 5.16 4.30 0.08
H -5.04 4.99 6.04 0.08
H -1.58 5.60 5.00 0.07
H -2.93 6.16 5.99 0.07
H -2.98 6.34 4.23 0.09
H 2.69 0.65 6.36 0.08
H 4.02 -1.29 3.51 0.08
H 2.61 -1.47 2.45 0.07
H 3.17 -2.84 3.43 0.07
H 3.71 -1.29 6.03 0.08
H 2.85 -2.82 5.87 0.08
H 2.08 -1.48 6.71 0.08
H 0.34 -1.70 3.42 0.05
H 0.07 -1.62 5.16 0.09
H 0.84 -3.05 4.45 0.08
```

As for the relative energy (zero: lowest compared OMol25 entry of this formula, charge and spin): 123.21 kJ/mol. The charge is -1. For the LUMO energy, the calculation gives 1.70 eV. For the calculated total energy, the calculation gives -4582.772943 hartree. The HOMO energy is -3.26 eV.

---

C46H60BaI2N3O4P | the ωB97M-V functional and the def2-TZVPD basis

Structure (XYZ):
```
117
Properties=species:S:1:pos:R:3:lowdin_charge:R:1
Ba 0.90 -1.14 -0.14 2.06
O -4.43 -4.32 -3.23 -0.02
C -3.34 -4.43 -3.77 -0.71
O -2.97 -4.82 -4.87 -0.01
C -2.14 -3.97 -2.82 -0.06
C -0.88 -3.71 -3.35 0.02
C 0.11 -3.23 -2.50 -0.26
N -0.08 -3.09 -1.19 -0.08
C -1.26 -3.40 -0.66 -0.23
C -2.34 -3.78 -1.46 0.06
C -1.34 -3.33 0.80 -0.22
C -2.31 -4.04 1.52 0.02
C -2.28 -4.02 2.90 -0.04
C -1.29 -3.30 3.54 -0.04
C -0.38 -2.61 2.75 -0.15
N -0.41 -2.62 1.43 -0.08
C 1.43 -2.82 -3.02 -0.29
C 2.02 -3.48 -4.09 0.00
C 3.22 -3.01 -4.59 -0.04
C 3.81 -1.91 -3.98 -0.07
C 3.16 -1.32 -2.91 -0.21
N 2.00 -1.76 -2.44 -0.06
H -0.72 -3.86 -4.40 0.11
H -3.33 -3.94 -1.06 0.12
H -3.06 -4.61 0.99 0.12
H -3.02 -4.56 3.47 0.11
H -1.20 -3.28 4.61 0.11
H 0.41 -2.02 3.20 0.12
H 1.56 -4.36 -4.51 0.12
H 3.69 -3.49 -5.44 0.11
H 4.74 -1.50 -4.33 0.11
H 3.58 -0.46 -2.41 0.11
I -0.49 -0.36 -4.84 0.29
I 1.75 1.19 -5.01 0.17
C 3.05 -3.91 1.97 -0.06
C 4.33 -3.50 1.24 -0.37
C 4.19 -3.67 -0.27 -0.05
C 4.76 -2.10 1.61 -0.14
C 5.99 -1.97 2.23 -0.05
C 6.49 -0.74 2.62 -0.10
C 5.74 0.38 2.37 -0.06
C 4.50 0.30 1.75 -0.14
C 3.76 1.61 1.53 -0.36
C 2.46 1.64 2.34 -0.06
C 3.51 1.87 0.04 -0.06
C 3.96 -0.95 1.36 -0.29
O 2.77 -1.03 0.79 -0.62
H 2.80 -4.95 1.73 0.08
H 2.24 -3.26 1.67 0.04
H 3.20 -3.83 3.05 0.09
H 5.13 -4.19 1.58 0.13
H 3.46 -2.95 -0.64 0.04
H 3.86 -4.68 -0.51 0.08
H 5.15 -3.49 -0.75 0.09
H 6.58 -2.86 2.42 0.11
H 7.45 -0.67 3.11 0.09
H 6.11 1.35 2.66 0.10
H 4.40 2.42 1.90 0.13
H 1.82 0.82 2.02 0.04
H 1.95 2.59 2.21 0.07
H 2.68 1.51 3.39 0.09
H 2.86 1.09 -0.37 0.04
H 4.45 1.85 -0.50 0.09
H 3.05 2.85 -0.10 0.07
O -1.13 0.10 -0.31 -0.60
P -1.66 1.44 0.08 0.85
C -0.24 2.63 -0.15 -0.32
C -0.27 4.03 0.47 -0.18
C -1.07 5.03 -0.34 -0.19
C -0.49 5.12 -1.75 -0.19
C -0.55 3.76 -2.43 -0.19
C 0.19 2.70 -1.62 -0.21
C -3.17 1.91 -0.91 -0.34
C -4.50 1.56 -0.26 -0.18
C -5.64 1.57 -1.29 -0.18
C -5.31 2.46 -2.48 -0.20
C -4.10 1.89 -3.23 -0.18
C -3.10 1.24 -2.28 -0.22
C -2.22 1.38 1.84 -0.33
C -2.79 2.67 2.44 -0.18
C -2.02 3.13 3.68 -0.20
C -1.99 2.04 4.75 -0.18
C -1.72 0.65 4.15 -0.18
C -1.14 0.78 2.75 -0.20
H 0.52 2.05 0.38 0.08
H 0.77 4.38 0.52 0.12
H -0.64 3.99 1.49 0.08
H -1.03 6.01 0.14 0.12
H -2.12 4.73 -0.39 0.10
H 0.55 5.46 -1.69 0.12
H -1.05 5.86 -2.34 0.11
H -0.10 3.82 -3.42 0.10
H -1.60 3.48 -2.56 0.09
H 1.26 2.94 -1.66 0.11
H 0.06 1.72 -2.07 0.06
H -3.12 3.00 -1.04 0.10
H -4.72 2.27 0.54 0.10
H -4.45 0.56 0.19 0.11
H -6.57 1.90 -0.82 0.11
H -5.82 0.55 -1.66 0.12
H -5.10 3.47 -2.12 0.11
H -6.16 2.53 -3.15 0.11
H -3.62 2.70 -3.79 0.11
H -4.43 1.15 -3.96 0.12
H -2.10 1.29 -2.69 0.03
H -3.34 0.18 -2.15 0.13
H -3.01 0.62 1.78 0.12
H -3.83 2.51 2.74 0.12
H -2.80 3.47 1.69 0.10
H -2.48 4.03 4.08 0.12
H -0.99 3.39 3.41 0.09
H -2.94 2.03 5.28 0.11
H -1.22 2.30 5.48 0.11
H -2.65 0.08 4.09 0.12
H -1.03 0.09 4.79 0.11
H -0.87 -0.20 2.36 0.07
H -0.25 1.40 2.78 0.10
```

As for the relative energy (zero: lowest compared OMol25 entry of this formula, charge and spin): 232.85 kJ/mol. For the LUMO energy, the calculation gives -2.15 eV. For the calculated total energy, the calculation gives -3216.490610 hartree. The HOMO energy is -7.51 eV.

---

C46H61BBrN5O6P | the ωB97M-V functional and the def2-TZVPD basis

Structure (XYZ):
```
121
Properties=species:S:1:pos:R:3:lowdin_charge:R:1
C 7.16 -3.44 -0.24 -0.04
C 5.81 -2.89 -0.68 -0.21
O 5.22 -3.80 -1.65 0.05
B 4.27 -3.32 -2.50 -0.76
O 4.44 -3.11 -3.82 0.23
N 2.86 -3.14 -1.94 0.00
P 2.08 -4.53 -1.32 0.75
N 0.83 -5.05 -2.08 -0.24
C 2.37 -1.88 -1.99 -0.28
N 3.12 -0.87 -2.47 0.24
C 2.36 0.21 -2.36 -0.24
C 2.82 1.58 -2.74 -0.14
C 3.51 2.26 -1.54 -0.74
C 4.98 1.86 -1.44 -0.13
Br 3.37 4.18 -1.73 0.79
N 1.18 -0.07 -1.84 0.05
C 0.05 0.83 -1.60 -0.08
C 0.01 1.45 -0.20 -0.12
C -0.86 2.73 -0.20 -0.08
C -0.33 3.73 0.81 -0.50
O -0.59 3.68 1.97 0.16
O 0.48 4.70 0.26 0.06
N 1.17 -1.42 -1.58 0.08
C -0.01 -2.03 -0.97 -0.10
C -1.15 -2.37 -1.95 -0.15
C -2.53 -2.09 -1.31 -0.14
C -3.32 -0.96 -1.99 -0.14
O -3.20 0.32 -1.33 -0.07
C -3.82 0.41 -0.12 -0.35
O -4.72 1.15 0.08 0.12
H 7.95 -2.70 -0.34 0.08
H 7.12 -3.80 0.79 0.08
H 7.42 -4.28 -0.88 0.09
H 5.90 -1.89 -1.12 0.11
H 5.13 -2.84 0.17 0.10
H 5.23 -2.60 -4.03 0.13
H 3.13 -5.45 -1.29 0.04
H 1.90 -4.23 0.04 0.01
H 0.58 -4.50 -2.89 -0.02
H 2.00 2.18 -3.12 0.10
H 3.54 1.46 -3.55 0.14
H 2.99 1.97 -0.62 0.07
H 5.48 2.04 -2.39 0.07
H 5.49 2.43 -0.66 0.08
H 5.04 0.79 -1.23 0.07
H -0.86 0.26 -1.75 0.10
H 0.06 1.59 -2.39 0.14
H -0.47 0.74 0.47 0.11
H 1.02 1.66 0.15 0.11
H -1.88 2.48 0.10 0.11
H -0.91 3.18 -1.19 0.13
H 1.42 4.50 0.37 0.06
H -0.39 -1.29 -0.26 0.11
H 0.29 -2.88 -0.36 0.10
H -1.09 -3.42 -2.23 0.09
H -1.02 -1.74 -2.83 0.11
H -3.14 -3.00 -1.36 0.13
H -2.42 -1.89 -0.25 0.10
H -4.38 -1.21 -2.09 0.13
H -2.91 -0.78 -2.99 0.13
H -3.40 -0.22 0.69 0.15
C 9.39 2.62 -3.46 -0.09
C 9.56 2.62 -4.84 -0.09
C 8.64 3.26 -5.65 -0.09
C 7.55 3.91 -5.10 -0.09
C 7.37 3.91 -3.72 -0.11
C 8.29 3.26 -2.90 -0.11
H 10.11 2.12 -2.82 0.10
H 10.42 2.13 -5.27 0.10
H 8.78 3.26 -6.73 0.10
H 6.83 4.41 -5.73 0.10
H 6.52 4.41 -3.28 0.09
H 8.15 3.26 -1.83 0.10
C 4.74 -7.13 3.03 -0.08
C 4.92 -6.52 1.80 -0.08
C 4.34 -5.28 1.55 -0.13
C 3.59 -4.65 2.53 -0.11
C 3.40 -5.26 3.76 -0.09
C 3.98 -6.50 4.01 -0.08
H 5.19 -8.09 3.23 0.11
H 5.52 -7.00 1.03 0.11
H 4.49 -4.81 0.59 0.05
H 3.14 -3.68 2.34 0.09
H 2.82 -4.78 4.53 0.10
H 3.84 -6.98 4.97 0.11
C -8.11 -3.58 -0.20 -0.09
C -7.71 -2.26 -0.28 -0.09
C -6.67 -1.80 0.53 -0.11
C -6.04 -2.67 1.41 -0.11
C -6.44 -4.00 1.48 -0.09
C -7.48 -4.45 0.68 -0.09
H -8.92 -3.94 -0.82 0.10
H -8.20 -1.58 -0.97 0.10
H -6.37 -0.76 0.47 0.08
H -5.24 -2.31 2.04 0.10
H -5.95 -4.67 2.17 0.10
H -7.80 -5.48 0.74 0.10
C -6.03 2.76 5.31 -0.11
C -7.03 1.88 5.68 -0.09
C -7.35 0.80 4.86 -0.09
C -6.65 0.61 3.67 -0.09
C -5.64 1.49 3.30 -0.08
C -5.33 2.57 4.12 -0.10
H -5.78 3.60 5.95 0.10
H -7.57 2.03 6.60 0.10
H -8.14 0.12 5.14 0.10
H -6.90 -0.23 3.03 0.08
H -5.10 1.34 2.38 0.07
H -4.55 3.26 3.83 0.10
C -5.74 6.84 1.49 -0.10
C -5.81 5.80 2.40 -0.09
C -6.48 5.96 3.60 -0.09
C -7.08 7.18 3.90 -0.09
C -7.01 8.23 2.99 -0.10
C -6.34 8.06 1.79 -0.10
H -5.22 6.71 0.55 0.10
H -5.34 4.85 2.17 0.09
H -6.53 5.15 4.31 0.07
H -7.61 7.31 4.84 0.10
H -7.49 9.17 3.22 0.10
H -6.29 8.88 1.08 0.10
```

As for the relative energy (zero: lowest compared OMol25 entry of this formula, charge and spin): 0.00 kJ/mol. The charge is +1. For the LUMO energy, the calculation gives -2.81 eV. For the calculated total energy, the calculation gives -5454.711348 hartree. The HOMO energy is -10.34 eV.